Density functional theory data (the ωB97M-V functional and the def2-TZVPD basis) for a single C4H9NO2 molecule in a non-equilibrium geometry.

Calculated values
ΔE to the lowest compared entry with this formula, charge and spin = 45.9 kcal per mole
Kohn-Sham gap = 9.688 eV
net charge = 0
structure (SMILES) = CN(C=O)CCO
electronic energy = -9878.0693 eV
2S+1 = 1

Each line ends with the natural charge from an NBO analysis.
Atoms and positions in Å:
1 C -0.64215 -1.01706 -0.28169  0.5523
2 N 0.22015 0.02538 -0.62264  -0.4603
3 C 0.81500 -0.15102 -1.95811  -0.4203
4 C 1.02376 0.81876 0.30583  -0.2216
5 C 0.48564 0.73534 1.75031  -0.0784
6 O -0.90936 0.89974 1.73958  -0.7197
7 O -1.27173 -1.59392 -1.12709  -0.5940
8 H -0.50750 -1.25498 0.78532  0.1163
9 H 0.86460 -1.20446 -2.24462  0.2138
10 H 1.75958 0.38437 -1.99070  0.1970
11 H 0.09408 0.22104 -2.70787  0.2093
12 H 2.08629 0.55821 0.36310  0.1934
13 H 0.84699 1.85887 0.00234  0.2006
14 H 0.97837 1.61689 2.20646  0.1704
15 H 0.84377 -0.13669 2.29544  0.1638
16 H -1.23083 1.10264 2.60110  0.4775